The following is a DFT calculation (ωB97M-V/def2-TZVPD) of a single C6H6Cl2 molecule at a distorted geometry.

The geometry in XYZ format:
```
14
Properties=species:S:1:pos:R:3:forces:R:3
C -0.1220 0.6269 1.1057 -0.43 -0.35 5.07
C -0.3320 1.1852 -0.1599 -2.21 4.71 -2.37
C 0.3882 0.5049 -1.2163 1.18 0.22 -4.55
C 0.3670 -0.8169 -1.2043 1.26 -0.89 -0.24
C 0.0385 -1.5657 0.0145 -0.05 -2.04 -2.02
C -0.1816 -0.8488 1.0849 -2.43 -0.84 4.12
H -0.8328 1.0305 1.9057 0.61 -0.68 -1.48
H -1.4577 1.0568 -0.3985 1.40 0.19 0.32
H -0.1953 2.3338 -0.0998 -0.03 -1.82 -0.40
H 0.7885 0.9258 -2.2766 -1.25 -0.33 2.96
H -0.0510 -2.6952 -0.0691 0.00 1.68 0.35
H -0.7244 -1.2722 2.0560 1.84 0.44 -2.13
Cl 1.4288 1.2118 1.9180 0.25 -0.26 -0.36
Cl 0.8856 -1.6770 -2.6603 -0.12 -0.03 0.73
```
Forces are in eV/Å.

Properties
LUMO, Eh: 0.008
SMILES string: ClC1=CC[C@H](Cl)C=C1
Kohn-Sham gap, Ha: 0.340
HOMO energy, eV: -9.04
Electronic energy, eV: -31362.302
Relative energy (zero: lowest compared OMol25 entry of this formula, charge and spin), kcal/mol: 30.5